This record from OMol25 describes C43H65AsCaGeN2O9P2Si as an isolated structure. The level of theory is wB97M-V/def2-TZVPD.

For the molar mass, the calculation gives 1031.64 u. Its relative energy (zero: lowest compared OMol25 entry of this formula, charge and spin) is 0.0 kcal/mol.

Last column: Mulliken charge in e.
Cartesian coordinates (Å):
1 Ca -0.2448 0.1929 0.7932  2.316
2 C 1.8356 -2.4027 4.7307  -1.728
3 C 1.8344 -2.0451 3.2532  0.686
4 O 2.9845 -2.6078 2.6312  -0.627
5 P 1.9347 -0.2450 3.0018  0.252
6 O 3.1334 0.3455 3.8483  -0.599
7 O 0.6843 0.3988 3.7417  -0.610
8 O 1.9977 0.0983 1.5521  -0.014
9 P 0.3122 -2.5896 2.3293  1.163
10 O -0.2624 -3.8238 3.1766  -0.621
11 O 0.7565 -3.0056 0.9727  -0.784
12 O -0.6779 -1.4398 2.4454  -1.309
13 H 2.7352 -2.0138 5.2074  0.423
14 H 1.8181 -3.4859 4.8316  0.386
15 H 0.9615 -1.9946 5.2379  0.343
16 H 2.7297 -2.8015 1.7127  0.385
17 H 3.8722 0.6422 3.2964  0.409
18 H -0.0844 -0.1930 3.5853  0.500
19 H -0.0927 -4.6564 2.7175  0.363
20 O -1.0742 1.0564 -1.2350  -0.444
21 N -1.9834 1.9481 -1.1914  -1.210
22 N -2.5475 2.0616 -0.0522  1.691
23 O -2.2696 1.2964 0.9732  -1.015
24 C -3.5502 3.0705 0.1080  -0.047
25 C -3.7093 4.0738 -0.8396  -0.151
26 C -4.6694 5.0473 -0.6250  -0.639
27 C -5.4570 5.0250 0.5207  -0.614
28 C -5.2757 4.0211 1.4593  -0.546
29 C -4.3175 3.0385 1.2597  -0.406
30 H -3.0782 4.0921 -1.7151  0.452
31 H -4.7979 5.8335 -1.3572  0.422
32 H -6.2046 5.7904 0.6811  0.418
33 H -5.8773 4.0012 2.3583  0.403
34 H -4.1429 2.2558 1.9823  0.455
35 C -0.5324 -4.6639 -2.2373  -1.365
36 Si -1.0420 -2.9877 -2.9337  0.163
37 C -2.6934 -2.5115 -2.0870  2.874
38 C -2.3877 -2.2078 -0.6171  -1.988
39 C -3.6905 -3.6771 -2.1206  -1.962
40 C -3.3372 -1.2695 -2.7091  -2.075
41 C -1.0721 -3.1064 -4.8490  2.092
42 C -1.2407 -1.7426 -5.5280  -1.425
43 C -2.1874 -4.0399 -5.3328  -2.002
44 C 0.2763 -3.6840 -5.3016  -1.658
45 H -1.2544 -5.4414 -2.4953  0.359
46 H -0.4614 -4.6080 -1.1498  0.167
47 H 0.4443 -4.9740 -2.6083  0.382
48 H -1.8609 -3.0239 -0.1202  0.237
49 H -3.3093 -2.0075 -0.0629  0.659
50 H -1.7686 -1.3147 -0.5515  0.449
51 H -3.3047 -4.5492 -1.5902  0.389
52 H -3.9444 -3.9825 -3.1357  0.312
53 H -4.6183 -3.3748 -1.6246  0.505
54 H -2.6307 -0.4388 -2.7838  0.299
55 H -4.1728 -0.9358 -2.0853  0.534
56 H -3.7369 -1.4802 -3.7019  0.370
57 H -2.1863 -1.2656 -5.2749  0.227
58 H -1.2157 -1.8698 -6.6151  0.520
59 H -0.4358 -1.0555 -5.2592  0.179
60 H -3.1735 -3.6050 -5.1666  0.348
61 H -2.1554 -5.0128 -4.8390  0.347
62 H -2.0855 -4.2119 -6.4089  0.488
63 H 1.1135 -3.0540 -4.9911  0.217
64 H 0.3028 -3.7441 -6.3938  0.521
65 H 0.4444 -4.6887 -4.9109  0.331
66 C 5.6235 -0.8298 -3.0328  -1.614
67 C 4.3458 -1.6318 -3.2342  0.114
68 C 3.7101 -2.0726 -1.9198  -0.468
69 C 2.3588 -2.7521 -2.1209  -0.704
70 Ge 0.8089 -1.5516 -2.3737  0.059
71 C 1.1676 0.0200 -3.5128  -1.659
72 C 2.0811 1.0379 -2.8297  1.635
73 C 2.4840 2.2075 -3.7307  -0.954
74 C 3.3460 1.7916 -4.9186  -1.264
75 H 6.0740 -0.5480 -3.9853  0.382
76 H 6.3610 -1.4048 -2.4698  0.465
77 H 5.4222 0.0865 -2.4728  0.202
78 H 4.5575 -2.5217 -3.8351  0.525
79 H 3.6288 -1.0395 -3.8108  -0.018
80 H 3.6035 -1.2100 -1.2493  -0.279
81 H 4.3997 -2.7605 -1.4170  0.655
82 H 2.0775 -3.3283 -1.2352  0.409
83 H 2.4203 -3.4596 -2.9527  0.645
84 H 0.7555 -0.8974 -0.9719  -0.856
85 H 0.2058 0.4918 -3.7309  0.703
86 H 1.5915 -0.3197 -4.4617  1.112
87 H 2.9935 0.5518 -2.4621  -0.236
88 H 1.5565 1.4252 -1.9495  -0.689
89 H 3.0438 2.9363 -3.1367  0.469
90 H 1.5814 2.7163 -4.0844  0.368
91 H 4.2371 1.2572 -4.5807  0.136
92 H 3.6733 2.6611 -5.4896  0.456
93 H 2.8032 1.1376 -5.6008  0.298
94 C 4.8425 4.1343 2.8058  -0.476
95 C 3.7589 4.8183 3.3369  -0.734
96 C 2.4835 4.6059 2.8319  -0.535
97 C 2.2858 3.6959 1.8001  0.693
98 C 3.3753 3.0072 1.2716  -0.482
99 C 4.6521 3.2345 1.7656  -0.657
100 As 0.5361 3.2695 1.0680  1.113
101 C -0.6933 4.1854 2.2381  0.301
102 C -1.0832 3.7964 3.5092  -1.018
103 C -2.0491 4.5348 4.1790  -0.629
104 C -2.6267 5.6428 3.5674  -0.919
105 C -2.2453 6.0252 2.2913  -0.139
106 C -1.2711 5.2987 1.6170  0.165
107 C -0.7753 5.5725 0.2509  0.389
108 C -1.2086 6.5981 -0.5819  -0.537
109 C -0.6769 6.7237 -1.8565  -0.881
110 C 0.2811 5.8259 -2.3147  -0.689
111 C 0.7110 4.7923 -1.4942  -0.895
112 C 0.1928 4.6774 -0.2156  0.141
113 H 5.8358 4.3051 3.1995  0.398
114 H 3.9063 5.5212 4.1464  0.405
115 H 1.6408 5.1456 3.2474  0.419
116 H 3.2218 2.2772 0.4849  0.479
117 H 5.4977 2.7098 1.3379  0.450
118 H -0.6387 2.9248 3.9763  0.542
119 H -2.3568 4.2450 5.1748  0.397
120 H -3.3883 6.2079 4.0884  0.383
121 H -2.7174 6.8786 1.8218  0.408
122 H -1.9671 7.2931 -0.2447  0.411
123 H -1.0164 7.5234 -2.5018  0.407
124 H 0.6857 5.9273 -3.3133  0.461
125 H 1.4427 4.0809 -1.8547  0.543